*w*
The following is a DFT calculation (the ωB97M-V functional and the def2-TZVPD basis) of a structure of composition C49H40CrN9O4S3.

Geometry as XYZ:
```
106
Properties=species:S:1:pos:R:3:mulliken_spin:R:1
Cr -1.380 3.049 -0.118 1.448
O -1.115 4.699 0.778 -0.037
C -1.170 5.002 1.990 -0.008
C -1.366 4.080 3.064 0.005
C -1.361 4.543 4.384 0.004
C -1.491 3.661 5.435 -0.002
C -1.634 2.284 5.212 -0.004
C -1.634 1.801 3.931 -0.001
C -1.515 2.670 2.816 -0.009
O -1.502 2.180 1.623 0.005
N -1.495 4.160 6.785 0.000
O -1.596 3.341 7.673 0.001
O -1.392 5.357 6.940 -0.001
H -1.010 6.048 2.278 -0.001
H -1.244 5.596 4.592 0.000
H -1.752 1.629 6.062 0.000
H -1.763 0.746 3.737 -0.004
N -1.643 1.273 -0.923 -0.231
S -0.414 -1.093 -1.832 -0.017
N 0.127 -2.527 -1.219 0.006
S 1.462 -2.560 -0.394 -0.002
N 1.894 -1.296 0.422 0.001
S 0.858 -0.187 1.074 0.009
N -0.503 1.473 -0.826 -0.166
C -0.123 -1.218 2.177 -0.003
C 0.401 -1.854 3.292 0.001
C -0.409 -2.717 4.012 0.000
C -1.719 -2.936 3.616 0.000
C -2.236 -2.284 2.506 -0.001
C -1.437 -1.416 1.780 -0.001
C 2.019 0.580 2.205 0.005
C 3.081 -0.130 2.745 0.000
C 3.906 0.497 3.664 0.000
C 3.681 1.819 4.019 0.000
C 2.650 2.534 3.427 -0.002
C 1.814 1.917 2.510 -0.004
C 1.305 -3.971 0.698 0.000
C 0.088 -4.623 0.789 0.000
C -0.041 -5.676 1.677 0.000
C 1.039 -6.058 2.461 0.000
C 2.251 -5.388 2.365 0.000
C 2.395 -4.335 1.477 0.000
C 2.826 -2.836 -1.520 0.000
C 3.947 -2.029 -1.455 0.000
C 4.961 -2.222 -2.377 0.000
C 4.841 -3.212 -3.341 0.000
C 3.701 -4.002 -3.405 0.000
C 2.680 -3.818 -2.488 0.000
C -1.681 -1.725 -2.930 -0.015
C -2.586 -0.806 -3.438 0.005
C -3.562 -1.254 -4.314 -0.001
C -3.631 -2.595 -4.663 0.000
C -2.737 -3.504 -4.117 0.000
C -1.751 -3.070 -3.247 -0.001
C 0.894 -0.705 -3.025 0.017
C 0.996 -1.316 -4.263 0.001
C 2.079 -1.008 -5.070 0.000
C 3.042 -0.113 -4.634 0.000
C 2.927 0.489 -3.390 -0.001
C 1.844 0.201 -2.580 -0.012
H 1.416 -1.673 3.609 0.000
H -0.019 -3.211 4.889 0.000
H -2.348 -3.598 4.189 0.000
H -3.262 -2.445 2.214 0.000
H -1.828 -0.879 0.927 0.003
H 3.275 -1.142 2.422 0.000
H 4.721 -0.050 4.110 0.000
H 4.325 2.296 4.741 0.000
H 2.492 3.568 3.686 0.000
H 1.017 2.467 2.027 -0.008
H -0.724 -4.302 0.157 0.000
H -0.982 -6.199 1.748 0.000
H 0.939 -6.888 3.141 0.000
H 3.088 -5.689 2.977 0.000
H 3.335 -3.813 1.376 0.000
H 4.000 -1.272 -0.689 0.000
H 5.845 -1.605 -2.339 0.000
H 5.643 -3.374 -4.044 0.000
H 3.613 -4.765 -4.164 0.000
H 1.786 -4.423 -2.512 0.000
H -2.526 0.230 -3.135 0.018
H -4.276 -0.557 -4.719 0.000
H -4.385 -2.931 -5.358 0.000
H -2.810 -4.552 -4.368 0.000
H -1.043 -3.751 -2.801 0.000
H 0.242 -2.013 -4.596 0.000
H 2.165 -1.462 -6.045 0.000
H 3.879 0.125 -5.271 0.000
H 3.680 1.182 -3.052 0.000
H 1.717 0.666 -1.612 -0.004
N -4.697 5.135 -2.122 0.002
C -5.548 5.009 -1.065 0.002
C -4.865 4.312 -0.104 0.001
N -3.625 4.006 -0.553 -0.008
C -3.535 4.522 -1.776 0.007
C -2.333 4.407 -2.523 0.029
N -1.251 3.860 -1.957 -0.036
C -0.267 3.894 -2.903 0.012
C -0.749 4.463 -4.044 -0.005
N -2.054 4.784 -3.802 0.003
H -4.886 5.637 -2.974 0.000
H -6.543 5.406 -1.088 0.000
H -5.199 4.031 0.874 0.000
H 0.712 3.511 -2.688 0.001
H -0.278 4.681 -4.981 0.000
H -2.667 5.250 -4.453 0.000
```

Calculated values
2S+1 ... 2
Charge ... +2
Frontier orbital gap (alpha / beta) ... 6.81 / 5.90 eV
HOMO level (alpha / beta) ... -11.51 / -10.60 eV



*x*
The following is a DFT calculation (the ωB97M-V functional and the def2-TZVPD basis) of a structure of composition C49H40CrN9O4S3.

Geometry as XYZ:
```
106
Properties=species:S:1:pos:R:3:mulliken_spin:R:1
Cr 1.647 -3.018 0.525 1.482
O 1.760 -4.387 1.905 -0.031
C 1.995 -4.275 3.125 -0.001
C 2.164 -3.064 3.838 0.008
C 2.394 -3.140 5.228 0.004
C 2.502 -2.006 5.962 -0.003
C 2.398 -0.732 5.362 -0.002
C 2.173 -0.625 4.024 -0.002
C 2.051 -1.783 3.197 -0.008
O 1.824 -1.651 1.952 0.001
N 2.740 -2.104 7.413 0.000
O 2.811 -1.062 8.038 0.001
O 2.843 -3.213 7.898 -0.001
H 2.054 -5.200 3.710 0.000
H 2.475 -4.102 5.724 0.000
H 2.506 0.144 5.986 0.000
H 2.107 0.346 3.546 -0.004
N 1.564 -1.551 -0.812 -0.238
S -0.222 0.555 -2.242 -0.010
N -0.789 2.074 -1.888 0.004
S -1.869 2.344 -0.821 -0.002
N -2.082 1.445 0.417 -0.001
S -0.895 0.537 1.120 0.004
N 0.471 -1.816 -0.439 -0.196
C 0.456 1.631 1.505 -0.004
C 0.388 2.646 2.451 0.002
C 1.475 3.493 2.585 0.000
C 2.605 3.319 1.788 0.000
C 2.662 2.290 0.857 -0.005
C 1.581 1.433 0.710 -0.010
C -1.690 0.172 2.659 0.002
C -2.576 1.050 3.272 0.000
C -3.103 0.696 4.502 0.000
C -2.754 -0.517 5.093 0.000
C -1.899 -1.396 4.444 0.000
C -1.364 -1.057 3.211 0.002
C -1.503 3.992 -0.324 0.000
C -0.327 4.611 -0.725 0.000
C -0.066 5.888 -0.247 0.000
C -0.967 6.511 0.605 0.000
C -2.139 5.868 0.995 0.000
C -2.418 4.596 0.530 0.000
C -3.477 2.400 -1.540 0.000
C -4.548 1.740 -0.952 0.000
C -5.778 1.793 -1.591 0.000
C -5.914 2.491 -2.784 0.000
C -4.824 3.137 -3.359 0.000
C -3.589 3.097 -2.738 0.000
C 0.807 0.954 -3.639 -0.013
C 1.743 -0.015 -3.976 -0.001
C 2.557 0.208 -5.075 -0.002
C 2.439 1.384 -5.805 0.000
C 1.514 2.354 -5.434 0.000
C 0.685 2.145 -4.342 -0.001
C -1.584 -0.323 -3.002 0.010
C -1.958 -0.119 -4.324 0.001
C -3.079 -0.777 -4.806 0.000
C -3.809 -1.620 -3.973 0.000
C -3.422 -1.816 -2.654 -0.002
C -2.297 -1.171 -2.159 -0.014
H -0.482 2.771 3.083 0.000
H 1.447 4.285 3.322 0.000
H 3.455 3.979 1.910 0.000
H 3.551 2.147 0.255 0.000
H 1.617 0.600 0.011 0.021
H -2.869 1.969 2.781 0.000
H -3.786 1.369 5.005 0.000
H -3.167 -0.781 6.058 0.000
H -1.646 -2.348 4.897 0.000
H -0.706 -1.736 2.681 -0.008
H 0.355 4.101 -1.392 0.000
H 0.842 6.396 -0.548 0.000
H -0.762 7.512 0.965 0.000
H -2.838 6.362 1.658 0.000
H -3.333 4.087 0.814 0.000
H -4.410 1.202 -0.023 0.000
H -6.632 1.289 -1.155 0.000
H -6.881 2.539 -3.270 0.000
H -4.938 3.676 -4.290 0.000
H -2.729 3.598 -3.168 0.000
H 1.837 -0.914 -3.376 0.022
H 3.296 -0.533 -5.355 0.000
H 3.074 1.547 -6.665 0.000
H 1.441 3.277 -5.994 0.000
H -0.037 2.888 -4.032 0.000
H -1.386 0.536 -4.970 0.000
H -3.378 -0.638 -5.837 0.000
H -4.681 -2.134 -4.361 0.000
H -3.994 -2.474 -2.010 0.000
H -1.962 -1.324 -1.141 0.003
N 5.013 -5.105 -1.187 0.002
C 5.910 -4.503 -0.337 0.000
C 5.174 -3.646 0.422 0.001
N 3.854 -3.712 0.054 -0.011
C 3.789 -4.603 -0.909 0.011
C 2.502 -4.946 -1.495 0.019
N 1.424 -4.415 -0.984 -0.030
C 0.362 -4.887 -1.721 0.007
C 0.822 -5.727 -2.684 -0.003
N 2.194 -5.753 -2.526 0.003
H 5.237 -5.826 -1.850 0.000
H 6.963 -4.729 -0.355 0.000
H 5.515 -2.997 1.214 0.000
H -0.650 -4.594 -1.498 0.000
H 0.317 -6.306 -3.438 0.000
H 2.827 -6.305 -3.076 0.000
```

Calculated values
2S+1 ... 2
Charge ... +2
Frontier orbital gap (alpha / beta) ... 6.82 / 5.89 eV
HOMO level (alpha / beta) ... -11.47 / -10.54 eV



The most stable of them is *x*.



*w*
The following is a DFT calculation (the ωB97M-V functional and the def2-TZVPD basis) of a structure of composition C12H21F9MnN3O12S3.

Geometry as XYZ:
```
61
Properties=species:S:1:pos:R:3:mulliken_spin:R:1
Mn -0.240 -0.494 -0.778 4.774
C 3.417 1.029 -2.987 0.003
F 4.353 0.650 -2.109 0.000
F 2.810 2.155 -2.586 0.000
F 3.989 1.273 -4.149 0.000
S 2.146 -0.366 -3.252 -0.002
O 3.010 -1.471 -3.649 0.003
O 1.357 -0.576 -2.020 -0.006
O 1.367 0.143 -4.361 0.002
C -3.831 -0.251 -3.784 0.004
F -3.235 0.796 -4.309 0.000
F -5.142 -0.218 -3.982 0.000
F -3.374 -1.353 -4.345 0.000
S -3.468 -0.402 -1.902 0.022
O -2.004 -0.436 -1.874 0.024
O -4.038 0.802 -1.290 0.002
O -4.035 -1.662 -1.468 0.002
C 0.125 -4.132 1.287 0.004
F -0.201 -5.313 1.799 0.000
F -0.408 -3.249 2.150 0.000
F 1.431 -3.962 1.273 0.000
S -0.656 -3.891 -0.389 0.014
O -0.198 -2.556 -0.855 0.047
O -0.083 -4.958 -1.156 0.003
O -2.097 -3.947 -0.201 0.002
C 2.272 -0.135 1.363 0.016
O 1.141 -0.104 0.886 0.010
N 3.242 -0.957 0.994 0.002
C 4.633 -0.808 1.398 0.000
C 3.098 -2.007 -0.008 -0.001
H 2.653 0.648 2.032 0.002
H 5.184 -0.273 0.622 0.000
H 5.086 -1.783 1.565 0.000
H 4.796 -0.235 2.314 0.000
H 3.787 -1.932 -0.852 -0.001
H 3.311 -2.985 0.430 0.000
H 2.090 -2.026 -0.407 0.005
C -2.549 -0.628 1.613 0.001
O -1.619 -0.815 0.860 0.020
N -2.422 -0.320 2.918 0.003
C -3.577 -0.262 3.790 0.000
C -1.135 -0.015 3.493 0.000
H -3.608 -0.713 1.335 0.000
H -4.433 0.216 3.314 0.000
H -3.316 0.365 4.645 0.000
H -3.878 -1.211 4.237 0.000
H -0.947 1.043 3.699 0.000
H -0.951 -0.623 4.380 0.000
H -0.318 -0.243 2.807 0.001
C -1.038 2.718 -0.540 0.008
O -0.480 1.651 -0.670 0.029
N -0.360 3.877 -0.343 0.004
C -1.078 5.110 -0.112 0.000
C 1.070 3.862 -0.079 0.000
H -2.112 2.900 -0.689 0.000
H -1.513 5.143 0.895 0.000
H -1.934 5.263 -0.772 0.000
H -0.432 5.979 -0.212 0.000
H 1.480 4.871 -0.122 0.000
H 1.227 3.539 0.954 0.000
H 1.634 3.277 -0.801 0.000
```

Calculated values
2S+1 ... 6
Charge ... -1
Frontier orbital gap (alpha / beta) ... 8.17 / 8.54 eV
HOMO level (alpha / beta) ... -6.22 / -6.60 eV



*x*
The following is a DFT calculation (the ωB97M-V functional and the def2-TZVPD basis) of a structure of composition C12H21F9MnN3O12S3.

Geometry as XYZ:
```
61
Properties=species:S:1:pos:R:3:mulliken_spin:R:1
Mn -18.774 -26.648 8.975 4.784
C -16.997 -27.552 5.047 0.002
F -17.818 -28.552 5.396 0.000
F -15.765 -27.873 5.462 0.000
F -16.967 -27.478 3.704 0.000
S -17.504 -25.932 5.741 0.012
O -18.714 -25.664 5.014 0.002
O -17.711 -26.236 7.153 0.035
O -16.389 -25.086 5.458 0.002
C -16.202 -26.868 12.473 0.003
F -17.205 -27.759 12.476 0.000
F -16.589 -25.816 13.184 0.000
F -15.160 -27.437 13.111 0.000
S -15.736 -26.404 10.740 0.001
O -15.136 -25.111 10.905 0.002
O -14.866 -27.467 10.340 0.002
O -17.036 -26.391 10.085 0.010
C -21.399 -27.127 12.715 0.002
F -21.325 -25.791 12.576 0.000
F -20.415 -27.527 13.529 0.000
F -22.578 -27.413 13.307 0.000
S -21.244 -27.965 11.071 0.010
O -22.562 -27.913 10.502 0.002
O -20.276 -27.082 10.421 0.022
O -20.734 -29.273 11.387 0.002
C -17.819 -29.539 9.607 0.010
O -18.293 -28.736 8.807 0.031
N -16.629 -30.117 9.463 0.005
C -15.965 -30.824 10.543 0.000
C -15.859 -29.918 8.258 -0.003
H -18.314 -29.814 10.551 -0.003
H -15.045 -30.283 10.788 0.000
H -15.708 -31.844 10.257 0.000
H -16.590 -30.801 11.435 0.000
H -16.436 -29.372 7.525 0.002
H -14.984 -29.309 8.509 0.001
H -15.466 -30.868 7.889 0.001
C -19.700 -23.583 9.858 0.015
O -19.199 -24.584 9.392 0.033
N -19.564 -23.217 11.145 0.005
C -18.604 -23.940 11.962 0.002
C -19.886 -21.860 11.514 0.000
H -20.327 -22.913 9.255 0.002
H -18.728 -25.005 11.796 0.004
H -18.838 -23.735 13.009 0.000
H -17.572 -23.636 11.778 -0.001
H -19.037 -21.193 11.303 0.000
H -20.665 -21.519 10.832 0.000
H -20.121 -21.784 12.568 0.000
C -21.436 -26.896 6.958 0.005
O -20.435 -26.774 7.641 -0.013
N -21.888 -28.082 6.501 0.002
C -23.328 -28.306 6.326 0.000
C -21.095 -29.258 6.750 0.000
H -21.994 -26.030 6.580 0.003
H -23.497 -29.364 6.168 0.000
H -23.690 -27.768 5.446 0.000
H -23.886 -27.961 7.196 0.000
H -21.492 -29.784 7.628 0.000
H -21.110 -29.930 5.889 0.000
H -20.052 -29.041 6.956 0.004
```

Calculated values
2S+1 ... 6
Charge ... -1
Frontier orbital gap (alpha / beta) ... 9.19 / 9.53 eV
HOMO level (alpha / beta) ... -6.69 / -7.04 eV



The most stable of them is *x*.